Here is a structure of composition C28H44BrN3P2Pt at a distorted geometry from OMol25. Energies are from ωB97M-V/def2-TZVPD.

The HOMO-LUMO gap (alpha / beta) is 5.84 / 5.39 eV. As for the total energy: -126069.956 eV. As for the spin multiplicity: 3. Its LUMO energy (alpha / beta) is -6.85 / -8.17 eV. The HOMO energy (alpha / beta) is -0.466 / -0.498 Eh. Its maximum force is 0.083 hartree/bohr. Its charge is +2. Its expectation value of S² is 2.047. Its energy relative to the best compared isomer or geometry (same formula, charge and spin) is 37.9 kcal/mol.

Structure (XYZ):
```
79
C28H44BrN3P2Pt ωB97M-V/def2-TZVPD
C 1.95498 3.83397 -0.60797
C 0.89598 3.13689 -1.28330
C 0.96017 3.00074 -2.71495
C 1.97911 3.67890 -3.37922
N 2.93544 4.34124 -2.72186
C 2.92089 4.46844 -1.39294
C -0.12242 2.65421 -0.50113
C -0.89305 1.79505 0.06823
C -2.21265 2.05163 0.54491
C -2.91692 1.01206 1.11268
C -4.29638 1.10508 1.35732
C -4.95058 2.28003 0.97850
C -4.25155 3.39862 0.48730
C -2.87569 3.26586 0.26165
Pt -0.44030 -0.41882 0.09523
P 1.87584 -0.57587 -0.49675
H 0.22512 2.38491 -3.26023
H 1.99617 3.85937 0.48494
H 2.00798 3.65950 -4.47651
H 3.68596 5.06718 -0.89329
H -2.27847 4.04260 -0.19680
H -2.35067 0.08066 1.29588
H -4.78258 4.32955 0.28914
H -4.81786 0.27202 1.82289
C 2.54842 -2.27356 -0.17475
C 3.75704 -2.80175 -0.95729
H 1.70889 -2.97307 -0.30415
H 2.78899 -2.26647 0.89925
H 3.92829 -3.83271 -0.61903
H 3.59058 -2.84326 -2.04278
H 4.68875 -2.25459 -0.75423
C 2.27799 -0.26412 -2.27030
C 3.68238 0.17984 -2.67946
H 1.55734 0.48553 -2.62403
H 2.03201 -1.19729 -2.79100
H 3.70738 0.26166 -3.77342
H 3.94944 1.16939 -2.28889
H 4.47024 -0.53747 -2.41801
C 3.05029 0.52986 0.40892
C 4.54003 0.15748 0.48839
H 2.64456 0.64779 1.42384
H 2.93578 1.51370 -0.07250
H 5.04696 0.94958 1.05732
H 4.71977 -0.78526 1.02328
H 5.04299 0.11568 -0.48849
Br -6.88069 2.31602 1.23028
P -1.52167 -1.54757 -1.54253
C -0.47117 -2.52224 -2.68058
C -1.12982 -3.76452 -3.27388
H 0.43316 -2.79884 -2.11695
H -0.11596 -1.85194 -3.47693
H -0.42536 -4.30582 -3.91708
H -1.44652 -4.46037 -2.49006
H -1.99743 -3.51742 -3.89679
C -2.55118 -2.68456 -0.52220
C -3.88562 -3.11170 -1.12147
H -2.72782 -2.15822 0.43076
H -1.93498 -3.55831 -0.25654
H -4.42758 -3.75044 -0.41256
H -4.52431 -2.24445 -1.32366
H -3.76266 -3.68629 -2.04686
C -2.55521 -0.38105 -2.50481
C -3.09609 -0.89856 -3.83736
H -1.91915 0.50404 -2.65980
H -3.38039 -0.02877 -1.86759
H -3.70816 -0.13315 -4.32896
H -2.29270 -1.15628 -4.53464
H -3.74063 -1.77514 -3.70935
C 1.13361 -0.63133 5.10468
N 0.17752 0.15353 4.31021
C -0.99076 0.74630 4.98341
C 0.25530 0.17714 3.02426
N 0.31330 0.16078 1.84456
H 0.87365 -0.49591 6.15583
H 2.16218 -0.28061 4.93218
H 1.07461 -1.70308 4.85475
H -1.05648 1.82228 4.76271
H -1.92340 0.26092 4.65248
H -0.87636 0.60385 6.06012
```

Here is a structure of composition C28H44BrN3P2Sn at a distorted geometry from OMol25. Energies are from ωB97M-V/def2-TZVPD.

The HOMO-LUMO gap is 5.51 eV. As for the total energy: -128652.891 eV. Its LUMO energy is -6.75 eV. The HOMO energy is -0.451 Eh. Its maximum force is 0.047 hartree/bohr. Its charge is +2. Its energy relative to the best compared isomer or geometry (same formula, charge and spin) is 61.7 kcal/mol.

Structure (XYZ):
```
79
C28H44BrN3P2Sn ωB97M-V/def2-TZVPD
C 2.25065 4.47896 -0.70400
C 1.19917 3.83899 -1.38246
C 1.30885 3.69495 -2.77763
C 2.60490 3.80073 -3.34819
N 3.66570 4.10927 -2.60075
C 3.51280 4.53939 -1.35093
C 0.05791 3.31047 -0.67283
C -0.63073 2.53603 0.02694
C -1.89689 2.33266 0.72874
C -2.24809 1.16945 1.56085
C -3.65652 0.82118 1.69314
C -4.56826 1.82222 1.35971
C -4.22252 3.10115 0.84807
C -2.88313 3.31183 0.49719
Sn -0.72313 -0.31989 0.73262
P 1.93244 -0.41003 0.01938
H 0.44885 3.44755 -3.39578
H 2.13374 4.84334 0.31121
H 2.74673 3.62227 -4.42306
H 4.38382 4.94130 -0.81753
H -2.51751 4.22924 0.00783
H -1.65740 0.82285 2.45843
H -4.95191 3.90734 0.71013
H -3.95668 -0.14245 2.13382
C 2.58812 -2.14377 0.23955
C 3.73883 -2.66586 -0.61529
H 1.71069 -2.79646 0.10988
H 2.88676 -2.19804 1.29702
H 3.92887 -3.71659 -0.35886
H 3.55538 -2.63102 -1.69326
H 4.67821 -2.13137 -0.43594
C 2.15371 -0.05184 -1.77481
C 3.52646 0.29058 -2.33392
H 1.45855 0.77946 -1.96837
H 1.75986 -0.93450 -2.30036
H 3.47111 0.31261 -3.43091
H 3.88934 1.27799 -2.02871
H 4.29372 -0.44113 -2.06540
C 3.17606 0.67098 0.86366
C 4.64534 0.24287 0.91075
H 2.78911 0.78782 1.88983
H 3.09193 1.64851 0.36158
H 5.21406 0.97592 1.50253
H 4.79933 -0.74044 1.37380
H 5.10600 0.20410 -0.08794
Br -6.42640 1.39229 1.69245
P -1.92440 -1.82095 -1.26908
C -0.76107 -2.66721 -2.41811
C -1.30506 -3.96279 -3.00257
H 0.16109 -2.87543 -1.84652
H -0.47238 -1.96022 -3.21098
H -0.52124 -4.45420 -3.59069
H -1.60948 -4.65615 -2.21237
H -2.16355 -3.80950 -3.66905
C -2.96598 -3.11643 -0.43972
C -4.31984 -3.35173 -1.09840
H -3.11762 -2.75693 0.59533
H -2.38181 -4.05203 -0.36681
H -4.92527 -3.99582 -0.45100
H -4.87128 -2.41136 -1.23232
H -4.24680 -3.84887 -2.07592
C -2.99052 -0.67186 -2.22324
C -3.29480 -1.16750 -3.62281
H -2.42753 0.27292 -2.28619
H -3.90552 -0.47077 -1.64555
H -3.84297 -0.40562 -4.17954
H -2.38362 -1.37249 -4.18957
H -3.90912 -2.07047 -3.64233
C -1.06847 0.71060 6.42037
N -0.13301 -0.11907 5.61147
C 1.03031 -0.66369 6.34014
C -0.13993 -0.20150 4.30946
N 0.06215 -0.36827 3.15675
H -0.80341 0.62399 7.48052
H -2.10175 0.34639 6.29316
H -1.01107 1.77641 6.14335
H 1.10972 -1.74298 6.13985
H 1.96412 -0.18117 6.00778
H 0.90228 -0.49614 7.41243
```

Here is a structure of composition C28H44F5KN4O6STe from OMol25. Energies are from ωB97M-V/def2-TZVPD.

The HOMO-LUMO gap is 5.83 eV. As for the total energy: -96040.960 eV. Its LUMO energy is 3.64 eV. The HOMO energy is -0.080 Eh. Its maximum force is 0.008 hartree/bohr. Its charge is -2. Its energy relative to the best compared isomer or geometry (same formula, charge and spin) is 29.4 kcal/mol.

Structure (XYZ):
```
90
C28H44F5KN4O6STe ωB97M-V/def2-TZVPD
K -1.71896 0.74613 0.01221
C -1.81809 4.55255 -0.88572
C -0.79458 5.23179 0.03211
C -1.51116 6.15530 1.01780
C 0.04938 4.19442 0.74170
C 1.38245 3.98757 0.40198
C 2.14022 3.00966 1.03421
C 1.58509 2.21038 2.02860
C 2.40233 1.16910 2.74690
C 0.24635 2.40815 2.35690
C -0.51118 3.38486 1.72491
H -2.37567 5.30090 -1.45829
H -2.53536 3.98254 -0.28846
H -1.33262 3.86357 -1.57886
H -0.11421 5.83506 -0.58142
H -2.22520 5.59160 1.62173
H -2.06956 6.92550 0.47836
H -0.80433 6.64640 1.69076
H 1.83054 4.58907 -0.38338
H 3.17409 2.85618 0.74042
H 2.78839 1.56396 3.69159
H 3.25434 0.83554 2.15225
H 1.79337 0.29641 2.98759
H -0.25033 1.77944 3.08662
H -1.55644 3.47501 2.00137
N -0.22217 -1.89630 -2.49839
C -1.32557 -2.58025 -3.18385
C -2.71809 -2.38456 -2.55755
O -3.64588 -3.02500 -3.11881
N -2.77172 -1.58252 -1.52072
C -4.09110 -1.52309 -0.89805
C -3.93445 -0.96235 0.51675
O -4.44980 0.21264 0.67626
O -3.25974 -1.58703 1.33388
H 0.42249 -2.57680 -2.11603
H -0.65166 -1.45498 -1.68361
H -1.16324 -3.66128 -3.22881
H -1.40289 -2.24414 -4.22598
H -4.53319 -2.52407 -0.82557
H -4.78816 -0.89877 -1.46674
C 6.13786 -4.09845 3.25934
C 5.49278 -4.36748 1.90694
N 4.07111 -4.04455 1.89116
C 3.14409 -5.14776 1.68120
C 3.04423 -6.07645 2.88291
C 3.74638 -2.71850 1.75547
O 4.62016 -1.87359 1.62100
C 2.30080 -2.34790 1.80161
C 1.46677 -2.72244 2.85317
C 0.15333 -2.29613 2.84382
C -0.29119 -1.52958 1.77017
N 0.49581 -1.17352 0.75239
C 1.76930 -1.55257 0.79545
H 7.20157 -4.34449 3.23273
H 5.66420 -4.69388 4.04175
H 6.03526 -3.04443 3.51322
H 5.59087 -5.42199 1.64146
H 5.99464 -3.77694 1.13839
H 3.47994 -5.71603 0.80601
H 2.16625 -4.74323 1.43521
H 4.01804 -6.49903 3.13935
H 2.36448 -6.90183 2.66640
H 2.66661 -5.54190 3.75482
H 1.85501 -3.32157 3.66955
H -0.53582 -2.53694 3.64109
H -1.34100 -1.24824 1.72643
H 2.40276 -1.22390 -0.02271
C -1.62348 3.29346 -4.75974
C -2.33769 1.98974 -4.45273
S -1.31804 0.75518 -3.59654
O -0.73053 1.48888 -2.42951
C 0.04713 0.63478 -4.77309
C -0.38666 0.14286 -6.14583
H -2.34407 4.07789 -4.99667
H -0.94286 3.19429 -5.60723
H -1.05101 3.61400 -3.88892
H -2.76000 1.50435 -5.33504
H -3.15594 2.14683 -3.74672
H 0.69573 -0.08959 -4.27839
H 0.54528 1.60481 -4.79861
H -1.01778 -0.74332 -6.05823
H 0.48501 -0.12943 -6.74332
H -0.94260 0.90464 -6.69550
F -3.81084 3.50056 2.70385
Te -4.12548 1.59875 2.38499
F -5.00054 0.00561 3.01986
F -4.41427 1.86385 4.27753
F -5.87797 2.13904 2.02069
F -3.74389 2.43734 0.61257
O -2.39742 1.12620 2.51354
```